# 1
Formula: C30H56N2O21
Source: the Open Molecules 2025 dataset
Level of theory: ωB97M-V/def2-TZVPD

Geometry as XYZ:
```
109
Properties=species:S:1:pos:R:3:lowdin_charge:R:1
O -2.12681 0.73523 3.51757 0.02
O 1.77819 3.88923 -1.22243 0.00
O 3.99619 2.93323 -4.97643 -0.08
O 0.38819 1.08023 5.69157 -0.02
O -0.59881 -0.84177 6.69157 -0.05
O 0.75019 1.80623 -1.65343 -0.06
O 3.14519 0.79023 -5.50643 0.01
O -0.06781 -2.52877 -3.25643 0.02
O -4.07081 -1.42377 -2.59443 -0.06
O 0.39819 -1.00377 4.58657 -0.01
O 2.20219 -2.36977 -2.75843 -0.04
O -0.38081 3.80323 -0.94943 0.01
O -2.00981 2.88623 2.29257 -0.05
O -2.30681 -0.56077 -1.24743 0.01
O -1.23081 -3.73177 2.24557 0.10
O -2.47981 2.56623 4.56557 0.04
O -2.66381 -5.11677 1.20757 0.11
O 0.94319 -4.42177 -2.45643 -0.03
O 3.16319 2.39123 -7.16143 -0.02
O -0.91581 -4.60277 0.18457 0.08
O -2.79381 0.54623 -3.14343 -0.05
N 0.43119 6.89323 3.19257 0.12
N 3.68519 -0.09877 -0.94443 0.18
C 0.70219 3.14923 -1.27443 -0.46
C 1.40119 2.07923 2.51357 -0.06
C 2.62719 -0.31577 -0.53743 -0.23
C 3.47019 2.01723 -5.89643 -0.38
C 1.57119 -1.40477 1.35357 -0.25
C -2.48881 3.95223 4.72957 -0.03
C 3.24919 3.74123 -7.63943 -0.05
C -1.60881 -5.38277 -0.74843 -0.09
C -3.58981 0.68723 -4.33243 -0.03
C -2.20481 2.08523 3.43857 -0.42
C 0.64819 5.87523 2.68057 -0.21
C -3.05681 -0.49377 -2.30943 -0.44
C -1.53881 -4.44677 1.27657 -0.60
C -1.91581 -0.06177 2.46557 -0.08
C 1.21219 3.47923 3.17457 -0.22
C 1.03819 -3.09377 -2.80143 -0.40
C -2.91981 -5.59577 -0.08643 -0.32
C -1.63781 3.12223 -0.85643 -0.02
C 2.15519 -2.79177 1.13057 -0.09
C 0.92519 4.52223 2.12057 -0.19
C 1.29119 -0.71477 0.02057 -0.16
C -0.11781 1.88123 6.65257 -0.11
C 2.07619 -5.15777 -2.03743 -0.05
C -4.08381 -4.78377 -0.59943 0.00
C 0.17819 -2.41477 4.63357 -0.02
C 3.18719 0.31723 -4.18443 -0.08
C -2.34081 -1.74677 -0.45843 -0.03
C 0.06419 -0.24577 5.61257 -0.38
C 3.01819 3.39323 -1.76843 0.00
C -0.00881 -1.15377 -3.67043 0.00
H 3.44919 3.79123 -8.72243 0.10
H 2.39019 4.35223 -7.27743 0.11
H -3.39781 -0.19877 -4.91043 0.09
H -1.73481 -4.85277 -1.70443 0.14
H 3.33719 -0.78777 -4.01843 0.10
H -2.94281 -0.09377 2.07057 0.12
H -4.99581 -5.27677 -0.25643 0.09
H 2.37719 -3.40677 2.05757 0.10
H -3.14781 -6.66077 -0.13043 0.16
H -0.86881 -2.58377 4.66357 0.09
H 4.09419 4.26323 -7.18943 0.08
H 1.88919 -5.70877 -1.07943 0.10
H 0.02319 4.18623 1.57757 0.10
H 0.57119 -2.81077 5.55057 0.10
H -1.49181 -1.81777 0.28057 0.10
H 1.78019 4.69823 1.48957 0.11
H -1.49881 2.39223 -0.08343 0.06
H -1.76281 -1.05077 2.72157 0.07
H -0.10981 2.93923 6.42057 0.09
H -3.40181 1.62223 -4.84143 0.09
H -1.02681 -0.86077 -3.99343 0.10
H 2.99219 -4.54777 -1.90843 0.11
H -1.22181 0.35923 1.78257 0.08
H -1.48281 4.37423 4.68257 0.10
H -1.15381 1.59323 6.86557 0.10
H -2.53481 3.79123 -0.74443 0.12
H -2.39081 -2.65477 -1.03343 0.07
H 4.07319 0.72623 -3.65043 0.09
H -1.84181 2.47623 -1.75243 0.09
H 1.59619 -3.29477 0.37957 0.04
H -2.95481 4.04723 5.67657 0.09
H 1.64919 1.38023 3.27457 0.05
H -3.10881 4.57823 4.10557 0.10
H 0.63119 -2.95877 3.82757 0.07
H 3.40319 2.59823 -1.10543 0.08
H 2.44619 0.70323 -3.54043 0.05
H -4.10781 -3.80077 -0.09643 0.09
H -0.91081 -6.23077 -0.84543 0.15
H 0.78419 0.23623 0.12557 0.07
H 2.26619 2.08423 1.91857 0.06
H -3.28781 -1.61677 0.11857 0.12
H 0.63319 -1.56677 1.77657 0.05
H 2.29419 -0.94777 2.00857 0.12
H 2.93419 3.05523 -2.82143 0.08
H -4.10881 -4.85277 -1.66943 0.09
H 0.76119 -1.31777 -0.74943 0.11
H 1.98519 3.79023 3.88357 0.12
H 0.31719 3.41023 3.78257 0.07
H -4.68581 0.69523 -4.10843 0.11
H 0.35919 1.77223 7.63457 0.11
H 0.56519 1.64923 1.98157 0.05
H 2.22419 -5.96677 -2.72343 0.08
H 3.64419 4.27523 -1.70943 0.09
H 0.52219 -0.49677 -2.97143 0.09
H 0.51819 -0.94077 -4.52943 0.07
H 3.12019 -2.65477 0.60257 0.08
```

SMILES: C[C@H]1COC(=O)O1.COC(=O)OC.COC(=O)OC.COC(=O)OC.COC(=O)OC.COC(=O)OC.COC(=O)OC.CCCC#N.CCCC#N
Relative energy (zero: lowest compared OMol25 entry of this formula, charge and spin): 0.0000 eV
LUMO: 0.3 eV
Net charge: 0

---

# 2
Formula: C30H57B2Cl2F2IN2O14PS
Source: the Open Molecules 2025 dataset
Level of theory: ωB97M-V/def2-TZVPD

Geometry as XYZ:
```
112
Properties=species:S:1:pos:R:3:lowdin_charge:R:1
I 1.03185 0.58428 3.64081 0.78
Cl 1.92231 4.08902 -1.64505 0.67
Cl 3.53078 5.56845 -3.99269 0.54
S -0.71180 0.23194 -0.53787 0.72
P 2.58314 1.19340 -2.86527 0.81
F -0.63327 -0.06880 -4.48140 0.12
F -0.16600 2.97179 -4.95584 0.08
O 1.23121 -0.40463 -5.59649 0.14
O -6.55237 -1.58742 4.06069 0.07
O -1.04506 1.56137 -0.07320 -0.32
O 2.25253 -0.53250 -2.81030 -0.23
O -0.63869 2.45497 -2.87272 0.17
O -3.42978 1.34664 3.31675 0.04
O -1.44368 -0.24148 -1.69469 -0.29
O -0.23671 -2.79052 -1.15427 0.01
O 4.92938 -0.24866 -2.02369 0.06
O 1.57848 1.27618 -1.39961 -0.24
O -0.44880 -3.48125 2.26685 0.06
O 1.31405 2.40093 1.32482 0.04
O 0.43942 -2.59320 -3.43152 0.19
O -1.81811 -1.87761 7.19698 0.05
N 5.49985 1.53251 -5.91650 -0.01
N 1.09015 1.33874 -4.05759 0.02
C 0.04418 2.24137 -3.81434 -0.52
C -8.77610 -0.85630 3.66199 -0.03
C -2.48981 -0.97028 6.75956 -0.51
C 3.52324 -3.08664 -3.21770 -0.09
C 1.37312 1.24228 1.53992 -0.73
C -1.87000 0.29443 6.23205 -0.04
C -4.75322 3.31882 3.32669 -0.03
C -1.22035 -3.31811 4.51924 -0.02
C -1.16122 -0.82180 0.83528 -0.14
C 0.65781 0.22585 -4.75370 -0.53
C 4.91996 1.69215 -0.52983 -0.17
C 1.70938 0.08397 0.63454 -0.16
C -0.63044 -4.14129 -1.30330 -0.05
C 4.45878 3.01810 0.07194 -0.14
C 2.62056 -2.06341 -0.93625 -0.11
C 1.64532 -1.11125 -1.69117 -0.28
C 5.06678 1.51425 -4.48571 -0.30
C -3.86944 2.27719 2.67571 -0.50
C 3.69601 0.84979 -4.39198 -0.22
C -3.99355 -1.06452 6.68893 -0.02
C 2.71323 3.59475 -5.59434 -0.15
C -7.27162 -0.70425 3.65928 -0.50
C -2.10517 -5.07330 2.86668 -0.02
C -1.17866 -3.90789 3.13148 -0.48
C 2.50781 4.03976 -4.16386 -0.74
C 1.13773 0.12632 -0.80745 -0.41
C -3.57229 2.44997 1.21249 0.00
C -6.72492 0.60000 3.13166 -0.02
C 3.13365 -3.26988 -1.74327 -0.20
C 2.83350 3.17339 -2.91909 -0.65
B 0.51781 -2.17903 -2.12625 -0.65
B 4.21723 0.91735 -1.74196 -0.45
H -0.52059 -2.48864 4.58920 0.07
H 3.83639 -0.22941 -4.45564 0.09
H 0.04108 -4.70028 -1.95495 0.09
H -2.12527 0.41493 5.17638 0.05
H 2.08699 2.74983 -5.85019 0.06
H -4.28673 4.30152 3.24707 0.09
H -4.89360 3.07484 4.37846 0.08
H 4.04617 -3.59373 -1.23221 0.11
H 1.43301 -0.82810 1.15675 0.07
H -1.23463 -0.22119 1.73832 0.03
H -5.72510 3.34720 2.83232 0.07
H 3.18500 1.09845 -5.31273 0.06
H -9.16233 -0.76472 2.64568 0.08
H 3.74724 3.40354 -5.85796 0.05
H -2.23943 1.16528 6.77610 0.09
H -0.61585 -4.60115 -0.31412 0.08
H -4.50789 2.43511 0.64642 0.09
H 2.38366 4.42130 -6.22917 0.07
H 5.82444 0.95615 -3.93125 0.09
H -2.11388 -1.25813 0.54699 0.08
H -7.10359 1.42798 3.73305 0.09
H 5.87037 -0.09481 -1.89116 0.10
H 4.51838 -2.65240 -3.29795 0.07
H 3.49929 2.91923 0.57141 0.04
H -1.87372 -5.89597 3.54521 0.08
H -2.93001 1.64655 0.87144 0.05
H -5.63999 0.58769 3.18026 0.06
H 3.58317 -4.08065 -3.67223 0.07
H -7.03798 0.73521 2.09408 0.10
H 2.80090 0.08366 0.59919 0.13
H 1.50282 4.43403 -4.07218 0.05
H 5.10193 2.55313 -4.16205 0.09
H 2.80627 -2.51611 -3.79333 0.06
H 3.48496 -1.52912 -0.54406 0.11
H -4.44448 -0.25850 7.27053 0.08
H 4.37516 3.83379 -0.64007 0.04
H -1.64876 -4.21436 -1.69319 0.09
H -0.95180 -4.07769 5.25411 0.09
H -9.04391 -1.83125 4.06205 0.08
H -4.32917 -0.97080 5.65485 0.07
H -1.98560 -5.40940 1.83908 0.07
H -3.05987 3.39614 1.03476 0.10
H 2.47163 -4.13675 -1.65313 0.10
H 5.59032 0.57110 -6.22575 0.06
H 2.06484 -2.46221 -0.08546 0.12
H -0.46835 -1.63790 0.99121 0.03
H -3.14077 -4.76994 3.02885 0.09
H 5.97702 1.81107 -0.81831 0.10
H -4.31931 -2.02237 7.08916 0.08
H 5.17234 3.33843 0.83691 0.07
H 4.97859 0.96011 0.28649 0.10
H 3.88413 3.30928 -2.68321 0.02
H -0.47956 -2.69710 -3.70149 0.13
H -9.22943 -0.07688 4.27665 0.08
H -2.22536 -2.96349 4.74205 0.08
H -0.78862 0.24163 6.33388 0.05
H 6.42130 1.94992 -5.98251 0.06
```

LUMO: 1.9 eV
Net charge: -1

---

Number 1: Kohn-Sham gap 10.19 eV, HOMO -0.364 hartree. Number 2: Kohn-Sham gap 7.30 eV, HOMO -0.198 hartree.